The following is a DFT calculation (ωB97M-V/def2-TZVPD) of the ion C10H14NO2 with charge +1.

```
27
Properties=species:S:1:pos:R:3:forces:R:3:mulliken_charge:R:1
O 1.570806 1.776749 0.760025 -0.38 -0.62 -0.17 -0.3813
O 1.664167 1.365642 -1.448755 -0.74 0.07 -0.49 -0.5572
N -2.032049 -0.463678 -1.855058 -0.06 0.01 0.13 0.0249
C -0.743164 1.217347 1.265054 -0.26 0.41 -0.66 -0.9038
C 2.961711 -0.001874 -0.001269 0.09 0.37 0.70 -0.4090
C 0.227506 2.224240 0.654833 -0.27 0.75 0.79 -0.6430
C -1.501721 0.475267 -1.051069 0.01 -0.28 0.35 -0.2546
C 2.227556 -1.253533 0.474683 0.32 -0.25 -0.07 -1.0096
C -1.314381 0.206927 0.295703 0.21 -0.14 0.27 0.5414
C 2.008475 1.101488 -0.333996 0.79 -0.23 -0.16 0.6554
C -2.248152 -1.994164 -0.086887 -0.10 0.21 -0.50 -0.5518
C -2.414726 -1.673118 -1.421851 0.10 -0.11 0.49 -0.3629
C -1.695519 -1.051160 0.766092 -0.13 -0.18 -0.38 -0.2852
H 2.958803 -2.052569 0.569001 0.01 -0.12 0.02 0.3793
H 1.790036 -1.128497 1.461817 -0.20 0.14 0.02 0.2560
H 3.589022 -0.211355 -0.857999 -0.02 0.02 -0.18 0.3507
H -1.565193 -1.314164 1.805417 0.08 0.12 0.13 0.4596
H 3.580560 0.360600 0.818767 0.22 -0.08 -0.01 0.2929
H -0.036734 2.503035 -0.358789 0.21 -0.04 -0.18 0.3380
H -1.577909 1.801032 1.657328 -0.15 -0.06 0.07 0.4793
H 0.153239 3.136387 1.239267 0.21 0.08 0.08 0.4041
H -2.159734 -0.240736 -2.834804 0.04 0.02 -0.02 0.3079
H 1.481834 -1.596228 -0.240987 -0.14 0.06 -0.03 0.2435
H -2.840617 -2.356530 -2.136167 -0.02 0.02 -0.18 0.4152
H -1.233559 1.408881 -1.512949 0.05 0.06 -0.13 0.3595
H -2.563243 -2.965828 0.254510 0.02 -0.09 0.09 0.4365
H -0.287014 0.725838 2.118084 0.10 -0.14 0.03 0.4140
```
Forces are in eV/Å.

Summary:
Net charge = +1
HOMO level = -13.442 eV
DFT total energy = -594.461669 Ha
Structure (SMILES) = CCC(=O)OCCc1ccc[nH+]c1
LUMO energy = -4.589 eV
Orbital gap = 8.9 eV



The following is a DFT calculation (ωB97M-V/def2-TZVPD) of a structure of composition C32H64AsCoF6O24.

```
128
Properties=species:S:1:pos:R:3:forces:R:3:mulliken_charge:R:1
As 0.313397 -0.311141 1.311352 -0.20 -0.50 1.13 2.0967
Co 2.823725 -4.846754 0.456885 -0.42 0.57 0.11 0.9907
F 1.335329 -1.729498 1.069123 0.03 0.14 0.18 -0.4957
F -0.279843 -1.058119 2.831515 0.59 1.06 -1.18 -0.4950
F 0.948375 0.224793 -0.271857 -0.48 0.21 1.35 -0.5073
F 1.657899 0.480327 2.299870 -1.26 -0.69 -1.49 -0.5652
F -1.033180 -1.153238 0.521211 0.93 0.96 0.22 -0.5151
F -0.623762 1.186722 1.534618 0.74 -1.22 -0.34 -0.5131
O -0.411665 4.266771 -5.744689 -2.44 5.01 -1.25 -0.2512
O -8.612692 2.953654 2.657063 1.19 -0.41 0.26 -0.2361
O 7.037673 -2.496770 3.542955 -0.21 0.21 -0.33 -0.3473
O 5.979812 6.167744 1.235009 -2.23 -0.14 -0.12 -0.2485
O -1.216285 6.132803 -6.529479 1.38 -0.79 1.23 -0.2403
O -6.717640 -0.222978 -3.942674 1.07 -0.28 0.10 -0.5731
O 6.702277 -1.315982 9.800736 -1.95 -2.70 -0.67 -0.5654
O 6.209066 -3.636617 9.717883 1.11 1.55 0.89 -0.2865
O 2.224860 -2.427480 -4.978428 0.80 -0.19 1.20 -0.3409
O 4.125566 7.399512 0.534735 0.79 -2.39 1.26 -0.3582
O -8.185432 0.901959 3.615988 0.67 1.39 -0.42 -0.5458
O 5.664403 -2.713707 1.796104 2.25 2.80 2.07 -0.6588
O -6.928405 1.844280 1.941648 1.20 0.54 0.47 -0.2895
O -7.050344 -0.723391 -6.057576 1.95 -0.41 -1.41 -0.2772
O 3.980234 5.318945 1.494908 -1.34 0.11 -0.51 -0.0051
O 4.926140 -2.276206 8.649898 0.96 -0.81 0.90 -0.2456
O 1.758784 -3.783185 -3.123016 -0.35 1.05 -3.10 -0.6263
O -0.589336 -5.666758 1.616579 -1.94 -1.47 0.49 -0.6165
O -1.797937 -6.925306 3.053156 0.59 -0.26 0.49 -0.3229
O 0.594102 -3.974041 -5.049808 0.81 0.52 0.23 -0.2046
O 1.020364 6.125459 -5.904204 -2.65 -1.07 0.38 -0.5687
O -4.906873 -0.510625 -5.365947 -3.09 -0.46 -1.46 -0.2895
O -2.382639 -6.887714 0.922662 -0.32 -0.10 0.19 -0.2389
O 6.531763 -0.658823 2.445366 0.28 -0.75 0.23 -0.2676
C 2.553320 5.226801 1.395016 -0.05 0.26 -0.44 -0.1033
C 6.378593 -1.972931 2.543945 -2.65 -2.83 -2.66 0.8052
C -0.099589 5.620979 -5.978966 1.13 -1.40 -1.19 0.6705
C 3.089329 -1.224811 7.514672 0.37 0.44 -0.62 -1.1584
C 4.340657 -1.056325 8.307254 0.22 1.79 0.28 -0.2097
C -6.257280 -0.501171 -5.026559 -0.31 1.12 0.98 0.7398
C -3.966628 -0.307514 -4.364319 0.03 -0.12 1.59 -0.5887
C 2.014254 5.433560 2.819924 0.34 0.10 1.21 -0.9599
C -2.589325 -6.077957 -0.239876 0.26 1.21 0.13 -0.2562
C 7.074832 -3.974064 10.859794 -0.45 0.49 0.53 -0.6870
C -3.401051 -6.852506 -1.233656 0.60 -0.75 -0.15 -1.0766
C -0.650326 -4.569053 -6.929653 0.11 0.16 -0.85 -1.2249
C 6.014987 -2.285777 9.453899 0.97 0.24 0.12 0.6973
C -5.849383 0.903170 1.810924 -0.08 -1.71 -0.84 -0.7132
C 6.881254 7.294987 1.158937 -0.20 1.20 -0.47 -0.6272
C 1.544134 -3.426717 -4.297960 1.06 0.19 1.98 0.6943
C -1.089355 7.381615 -7.180646 -0.99 0.96 -0.59 -0.2374
C 8.018617 -1.728177 4.262524 1.32 -1.46 0.35 -0.1450
C 4.669398 6.394343 1.015817 1.97 2.15 -0.63 0.7077
C 0.529051 -3.703389 -6.493551 -0.98 -0.68 0.68 -0.1109
C 9.339080 -1.483273 3.459816 -1.24 1.50 1.07 -1.0842
C -8.858118 -0.284465 -7.462239 -0.06 -0.97 0.55 -1.0534
C 0.502280 3.458976 -5.237556 3.08 -2.53 1.01 -0.6519
C 3.298172 -1.712349 -4.238260 -0.07 -0.04 0.17 -0.6426
C 6.310924 -0.006677 1.232633 -0.33 1.97 -1.40 -0.7616
C -8.495939 -0.644271 -6.020776 0.89 0.47 -0.07 -0.2546
C -1.535226 -6.438120 1.831692 1.75 0.82 0.14 0.7447
C -10.528664 4.355992 2.914782 0.17 -0.11 0.39 -1.2033
C -2.190228 7.369485 -8.246170 0.97 -0.12 -0.22 -1.1203
C -2.462489 -8.204116 3.248012 -0.67 0.48 -0.41 -0.5720
C -7.887666 1.825031 2.884028 -0.92 -1.25 -0.90 0.6657
C -9.853589 3.071795 3.317690 -1.15 -0.53 0.26 -0.2073
H -0.094994 7.549581 -7.594328 -0.01 -0.38 -0.06 0.3424
H 6.486877 -0.485592 0.269423 0.29 -1.02 0.56 0.3504
H 5.317068 0.425834 1.117400 -0.29 -0.30 0.55 0.2808
H -4.482599 -6.838161 -1.098958 0.12 0.55 -0.19 0.3134
H -9.750070 3.040255 4.402310 0.25 -0.16 0.01 0.3125
H 2.249111 -1.557474 8.124156 0.03 -0.17 -0.39 0.3098
H -3.028362 -6.574752 -2.219593 -0.72 0.12 -0.18 0.3137
H -9.928195 -0.100241 -7.557561 0.09 0.32 0.02 0.3730
H 6.768176 7.818144 0.209401 0.07 -0.34 -0.20 0.3247
H -6.221503 -0.023878 1.374768 -0.51 -0.08 0.15 0.2959
H -3.792507 0.747667 -4.153670 0.21 0.10 -0.42 0.2523
H -1.774956 -9.020131 3.025483 -0.18 0.09 -0.33 0.2667
H -1.642073 -5.690809 -0.615279 0.28 -0.73 -0.23 0.2662
H 2.361070 4.196434 1.095868 0.15 -0.63 0.28 0.2960
H 2.307725 4.613373 3.475108 -0.34 -0.02 -0.11 0.3318
H 3.893062 -1.004605 -4.815589 -1.00 -0.03 -1.22 0.2755
H -8.639319 -1.149166 -8.088752 0.13 0.14 -0.18 0.2782
H -4.348981 -0.702168 -3.422960 0.17 -0.24 0.08 0.3320
H 10.104791 -1.130360 4.150668 0.19 -0.83 0.44 0.3899
H -1.977960 6.558302 -8.942608 -0.05 -0.08 -0.03 0.3042
H 0.317044 -2.648821 -6.669746 0.23 -0.05 0.09 0.2852
H 6.465777 -3.968565 11.763748 -0.34 -0.23 -0.13 0.2922
H 4.132325 -2.331709 -3.908597 -0.74 -0.78 0.46 0.2826
H -8.229633 0.553359 -7.764159 -0.35 0.05 -0.09 0.2909
H -3.181066 7.186557 -7.830393 0.11 0.33 0.07 0.2947
H 0.041673 2.471188 -5.252335 0.23 -0.08 0.32 0.2348
H 9.237667 -0.528358 2.944105 -0.24 -0.45 -1.08 0.2759
H -11.535717 4.359787 3.331847 -0.01 -0.01 0.07 0.3717
H -9.972303 5.161519 3.394045 -0.11 0.40 -0.59 0.3076
H -1.605678 -4.255695 -6.508685 0.24 0.06 0.39 0.2882
H 2.441763 6.346693 3.234098 0.10 0.11 -0.19 0.3508
H 0.937285 5.594712 2.772259 -0.03 -0.44 -0.25 0.3608
H -2.814204 -8.339590 4.270769 0.61 0.68 0.22 0.2482
H 3.281486 -1.787302 6.600999 -0.31 -0.52 0.25 0.3157
H -2.116287 8.289028 -8.826756 -0.39 0.10 0.12 0.3708
H 9.662016 -2.344202 2.874482 -0.11 0.29 0.01 0.3049
H 1.413559 3.413275 -5.833863 0.10 -0.04 -0.40 0.2958
H -0.493738 -5.631340 -6.742190 0.10 0.12 0.21 0.3110
H -0.799187 -4.469283 -8.004819 0.19 0.03 -0.16 0.4088
H 4.109710 -0.447217 9.181173 0.03 -0.31 0.49 0.3272
H -5.123618 1.194544 1.051672 -0.42 1.04 0.05 0.2963
H 7.564500 -0.872553 4.762303 0.19 0.14 -0.37 0.2952
H 7.910596 6.961615 1.290953 -0.44 -0.32 0.07 0.2470
H 5.032938 -0.404363 7.774530 0.38 -0.33 -0.32 0.2823
H 6.596384 8.039333 1.902500 0.11 -0.27 0.31 0.3201
H 7.521586 -4.963615 10.763361 -0.35 0.12 -0.60 0.2548
H -3.142700 -7.906219 -1.128513 0.19 -0.11 -0.01 0.3096
H -10.499999 2.248143 3.014662 0.14 -0.31 0.10 0.3053
H 2.934260 -0.217187 7.129002 -0.66 0.11 0.14 0.3498
H 8.226284 -2.495470 5.008350 0.29 0.47 0.43 0.2792
H -8.788165 -1.638442 -5.682658 -0.62 0.29 0.00 0.2923
H 2.018228 5.878651 0.704462 0.98 0.43 -0.20 0.3608
H -10.630018 4.415465 1.831127 0.28 0.35 0.08 0.3170
H 7.865023 -3.270622 11.122217 0.00 0.32 -0.89 0.3256
H -5.221169 0.549232 2.628333 -0.68 0.83 0.91 0.3244
H 2.880657 -1.097619 -3.440832 -0.18 -0.56 0.20 0.2830
H 0.887897 3.702025 -4.247444 -0.48 0.15 0.38 0.2781
H -3.393079 -8.197980 2.680503 0.32 -0.39 -0.43 0.2759
H -8.777999 0.161696 -5.343309 -0.11 -0.32 0.24 0.3093
H -1.268759 8.197140 -6.480051 0.01 -0.08 0.25 0.2794
H -3.034319 -5.135787 0.080103 -0.58 -0.12 0.16 0.3466
H 1.478747 -4.004391 -6.935802 -0.13 0.10 -0.07 0.3206
H 6.993302 0.842940 1.257201 0.06 0.04 0.02 0.2842
H -3.071195 -0.850534 -4.666697 0.01 0.29 0.08 0.1697
```
Forces are in eV/Å.

Summary:
Net charge = +1
HOMO level (spin up / spin down) = -11.373 / -11.373 eV
Multiplicity = 4
DFT total energy = -7280.712114 Ha
LUMO energy (spin up / spin down) = -4.337 / -9.916 eV
Expectation value of S² = 3.773
Orbital gap (spin up / spin down) = 7.0 / 1.5 eV